Entry 1:
{"formula": "C35H46BN4O2Sn", "method": "ωB97M-V/def2-TZVPD", "symbols": ["Sn", "C", "C", "C", "C", "C", "C", "C", "N", "N", "C", "C", "C", "C", "C", "C", "N", "C", "C", "C", "C", "C", "C", "N", "H", "H", "H", "H", "H", "H", "H", "H", "H", "H", "H", "H", "H", "H", "H", "H", "H", "H", "H", "H", "C", "C", "C", "C", "C", "C", "C", "C", "C", "C", "H", "H", "H", "H", "H", "H", "H", "H", "H", "H", "H", "H", "H", "H", "C", "C", "C", "O", "B", "O", "C", "C", "C", "H", "H", "H", "H", "H", "H", "H", "H", "H", "H", "H", "H"], "positions_angstrom": [[-0.1601, 0.3151, -0.1007], [0.7154, -2.4467, -1.8435], [2.1589, -1.9840, -1.6357], [2.3736, -0.6325, -2.2363], [3.2869, -0.4412, -3.2677], [3.4641, 0.8263, -3.7930], [2.7161, 1.8710, -3.2695], [1.8118, 1.5911, -2.2652], [1.6396, 0.3718, -1.7661], [-0.1873, -2.1327, -0.7362], [-1.5505, -2.3714, -1.2031], [-2.5942, -1.8238, -0.2792], [-3.9146, -2.2275, -0.3922], [-4.8625, -1.6442, 0.4320], [-4.4460, -0.7011, 1.3607], [-3.1095, -0.3517, 1.3903], [-2.2076, -0.8922, 0.5837], [0.0359, -3.0102, 0.4197], [1.1093, -2.6272, 1.4061], [1.5590, -3.5532, 2.3440], [2.4986, -3.1525, 3.2798], [2.9573, -1.8421, 3.2601], [2.4460, -0.9941, 2.2934], [1.5568, -1.3827, 1.3911], [0.3280, -1.9466, -2.7346], [0.6956, -3.5307, -2.0287], [2.3714, -1.9279, -0.5726], [2.8407, -2.6992, -2.0942], [3.8581, -1.2738, -3.6499], [4.1748, 0.9939, -4.5866], [2.8294, 2.8778, -3.6340], [1.1979, 2.3611, -1.8234], [-1.6741, -1.8609, -2.1621], [-1.7265, -3.4464, -1.3642], [-4.1910, -2.9633, -1.1335], [-5.9060, -1.9071, 0.3388], [-5.1477, -0.2305, 2.0313], [-2.7332, 0.4063, 2.0616], [-0.8960, -3.0183, 0.9951], [0.2252, -4.0381, 0.0771], [1.1838, -4.5666, 2.3441], [2.8694, -3.8527, 4.0124], [3.6891, -1.4930, 3.9726], [2.7480, 0.0414, 2.2192], [-0.0601, 3.1866, 4.8480], [0.8036, 2.4414, 3.8275], [2.2637, 2.5103, 4.2715], [0.5576, 2.9934, 2.4415], [1.5393, 3.6286, 1.6979], [1.2602, 4.1409, 0.4419], [-0.0112, 4.0625, -0.1019], [-0.3192, 4.6779, -1.4327], [-1.0028, 3.4217, 0.6384], [-0.7143, 2.8880, 1.8813], [0.0980, 2.7729, 5.8405], [-1.1156, 3.1098, 4.6043], [0.2100, 4.2391, 4.8644], [0.5043, 1.3840, 3.8167], [2.5744, 3.5428, 4.4250], [2.9283, 2.0525, 3.5411], [2.3792, 1.9830, 5.2162], [2.5297, 3.7594, 2.1017], [2.0460, 4.6345, -0.1114], [-0.7123, 3.9269, -2.1170], [0.5736, 5.1181, -1.8688], [-1.0619, 5.4674, -1.3260], [-2.0123, 3.3850, 0.2620], [-1.5100, 2.4256, 2.4498], [-4.0228, 3.2258, -2.0497], [-3.9025, 1.7185, -2.2924], [-5.2957, 1.1012, -2.1801], [-3.0590, 1.1837, -1.2638], [-1.8190, 0.9066, -1.7719], [-1.7909, 1.0725, -3.1231], [-3.1179, 1.3537, -3.6018], [-3.6279, 0.0625, -4.2519], [-3.0506, 2.4557, -4.6535], [-4.4395, 3.3894, -1.0577], [-4.6787, 3.6798, -2.7855], [-3.0495, 3.7036, -2.0880], [-5.7599, 1.4336, -1.2534], [-5.2563, 0.0158, -2.1590], [-5.9152, 1.4198, -3.0148], [-3.6730, -0.7389, -3.5158], [-2.9394, -0.2369, -5.0392], [-4.6112, 0.2089, -4.6867], [-2.5323, 3.3301, -4.2759], [-4.0476, 2.7466, -4.9689], [-2.5067, 2.0874, -5.5188]], "total_charge": 1, "lumo_energy_ev": -1.94, "energy_ha": -1969.880916, "homo_lumo_gap_ha": 0.268, "relative_energy_ev": 0.000, "fmax_ev_per_a": 0.85}

=====

Entry 2:
{"formula": "C5H11P", "method": "ωB97M-V/def2-TZVPD", "symbols": ["C", "C", "C", "C", "C", "P", "H", "H", "H", "H", "H", "H", "H", "H", "H", "H", "H"], "positions_angstrom": [[-1.4662, 1.3424, -1.0464], [1.1236, 0.9014, 1.9517], [-1.1333, 1.0364, 0.1837], [-0.6309, -2.9298, -0.2190], [1.3639, 0.5121, -0.7442], [0.3079, 0.0664, 0.6423], [-2.4272, 1.9898, -1.2244], [-0.9050, 1.0326, -1.8280], [1.9602, 0.5203, 2.3192], [0.6214, 1.2445, 2.7458], [-1.7323, 1.4217, 1.1312], [-1.5747, -3.0179, -0.7845], [0.1237, -3.5744, -0.6664], [-0.5494, -2.5752, 0.8672], [1.8754, 1.4415, -0.6104], [2.2305, -0.1546, -0.9565], [0.8125, 0.7428, -1.7615]], "total_charge": 0, "lumo_energy_ev": [-0.19, 0.26], "energy_ha": -538.229849, "homo_lumo_gap_ha": [0.298, 0.283], "relative_energy_ev": 5.342, "fmax_ev_per_a": 5.17}

=====

Entry 3:
{"formula": "C3BrN3P", "method": "ωB97M-V/def2-TZVPD", "symbols": ["C", "C", "C", "N", "N", "N", "P", "Br"], "positions_angstrom": [[1.2759, -0.6262, -0.5463], [0.1276, 0.3797, 1.7197], [-0.5882, 1.3608, -0.7330], [2.3146, -0.8661, -0.9510], [0.4507, 0.7545, 2.7471], [-0.7379, 2.3601, -1.2637], [-0.3260, -0.1901, 0.0958], [-2.5167, -3.1726, -1.0685]], "total_charge": 1, "lumo_energy_ev": [-11.36, -8.81], "energy_ha": -3193.431827, "homo_lumo_gap_ha": [0.171, 0.273], "relative_energy_ev": 0.000, "fmax_ev_per_a": 2.45}